Computed, not measured: a cluster of 2 separate species, C4H12OS in total, with the ωB97M-V functional and the def2-TZVPD basis.

For the gap between HOMO and LUMO, the calculation gives 9.386 eV. For the LUMO energy, the calculation gives 0.90 eV. The calculation puts the total energy at -632.9921 Eh. The SMILES is CCO.CSC. The calculation puts the relative energy (zero: lowest compared OMol25 entry of this formula, charge and spin) at 0.953 eV.

Last column: natural (NBO) charge in e.
Cartesian coordinates (Å):
C 0.075 1.969 1.628  -0.743
H -2.398 -0.866 -1.406  0.156
H 0.334 2.481 2.555  0.217
H -0.101 -2.693 -1.099  0.225
C 1.989 2.069 -0.429  -0.734
C -0.435 -1.665 -0.920  -0.644
O -2.449 -2.926 -1.296  -0.727
H 0.066 -1.367 -0.014  0.225
H -2.253 -1.543 0.234  0.154
H 1.512 3.041 -0.411  0.219
H -0.094 -1.091 -1.777  0.205
H -0.745 1.286 1.852  0.221
H 1.662 1.558 -1.340  0.215
H 3.065 2.171 -0.450  0.225
H -0.307 2.669 0.888  0.219
S 1.486 1.043 0.987  0.166
H -3.381 -2.985 -1.075  0.464
C -1.959 -1.670 -0.815  -0.064